Formula: C30H35As2Cl3FeN5Si
Source: OMol25
Level of theory: ωB97M-V with the def2-TZVPD basis set

Geometry as XYZ:
```
77
Properties=species:S:1:pos:R:3
As -0.37 1.83 2.84
As -0.50 -1.11 -0.68
Fe 1.84 -0.04 -1.19
Cl 2.32 4.20 1.96
Cl -0.31 4.00 -0.06
Cl 2.44 2.22 -0.84
Si 1.07 2.90 1.01
N 1.57 -0.07 -3.19
N 3.41 -1.30 -1.43
N 5.04 -2.41 -2.65
N 3.64 -0.99 -3.76
N 2.40 0.09 -5.37
C -2.63 3.49 3.48
C -2.67 -4.69 1.43
C -0.66 0.13 1.93
C -1.29 -4.64 1.41
C -1.46 -0.74 -2.32
C 2.04 0.68 3.94
C 0.94 1.49 4.20
C -0.63 -3.60 0.76
C 4.00 -1.57 -2.56
C 0.84 2.18 5.40
C -2.77 -2.66 0.14
C -1.52 -1.74 -3.29
C -3.70 1.71 5.35
C -2.00 0.52 -2.59
C 2.48 -0.29 -4.09
C -3.41 -3.70 0.79
C 1.29 0.95 -5.78
C -2.00 2.28 3.75
C -2.66 -0.23 -4.78
C 3.03 0.53 4.90
C -2.60 0.77 -3.82
C -4.34 2.92 5.08
C -1.15 0.32 0.49
C 1.84 2.03 6.36
C -3.81 3.80 4.15
C -2.53 1.39 4.69
C -2.13 -1.49 -4.51
C 2.93 1.21 6.11
C 3.33 -0.38 -6.40
C -1.38 -2.61 0.14
H -4.11 1.03 6.08
H 3.88 -0.10 4.71
H -3.18 -5.50 1.93
H -4.49 -3.74 0.80
H -0.83 1.26 0.05
H -4.30 4.74 3.95
H 0.45 -3.57 0.75
H -1.98 1.31 -1.85
H 1.14 1.74 -5.05
H 2.14 0.15 3.00
H 4.30 -1.11 -4.50
H 3.79 -1.85 -0.67
H 3.44 -1.47 -6.37
H -2.24 0.33 0.47
H -2.02 0.45 4.91
H 5.40 -2.72 -3.54
H -1.39 -0.45 2.50
H 2.92 -0.13 -7.37
H -3.14 -0.04 -5.73
H 0.28 -0.41 2.00
H 3.70 1.10 6.86
H 1.76 2.56 7.30
H 5.45 -2.81 -1.83
H 0.74 0.35 -3.59
H -3.02 1.74 -4.02
H -3.35 -1.89 -0.36
H -2.21 4.18 2.76
H -0.01 2.82 5.61
H -1.11 -2.72 -3.09
H -5.25 3.17 5.60
H -2.19 -2.27 -5.25
H -0.71 -5.42 1.91
H 4.31 0.10 -6.32
H 0.37 0.39 -5.91
H 1.55 1.43 -6.72
```

Computed properties:
Spin multiplicity: 6
Total charge: +2
HOMO level (spin up / spin down) in eV: -11.9 / -13.7
⟨S²⟩: 8.765

***

Formula: C30H35BCdN6OS2
Source: OMol25
Level of theory: ωB97M-V with the def2-TZVPD basis set

Geometry as XYZ:
```
76
Properties=species:S:1:pos:R:3
Cd -0.50 -0.31 -1.05
S -0.94 -1.44 -3.49
S 0.54 1.91 -1.34
O -2.71 2.24 -0.27
N -0.37 0.61 -5.20
N 2.89 0.43 -1.82
N -1.49 2.68 3.01
N -6.32 -6.20 -1.17
N 3.08 2.18 -0.47
N 1.35 -0.07 -3.96
C 0.04 -0.33 -4.24
C 0.75 1.36 -5.58
C -3.59 2.34 0.89
C 3.75 -5.29 1.88
C 1.79 0.96 -4.84
C -1.44 -1.65 0.43
C -3.36 -2.37 -1.07
C -1.03 4.98 3.57
C 0.07 3.15 4.77
C 2.78 3.52 0.17
C 4.03 -4.07 1.23
C -1.55 3.97 2.73
C -4.39 -3.26 -1.33
C -2.41 -2.64 -0.04
C -3.48 -4.82 0.25
C 4.22 -2.92 1.95
C -2.34 4.46 1.56
C -0.69 2.27 3.96
C -5.47 -5.45 -0.97
C -3.68 3.78 1.33
C -2.42 -3.96 0.53
C 4.19 0.48 -1.34
C 4.34 1.56 -0.52
C 3.76 -5.29 3.31
C -1.74 0.71 -5.73
C 4.19 -4.16 4.03
C 4.35 -2.94 3.35
C -4.46 -4.52 -0.71
C 2.21 1.43 -1.27
C -0.22 4.54 4.65
B 2.23 -0.68 -2.85
H -2.45 0.23 -5.07
H -3.27 2.31 -1.03
H -1.18 6.01 3.27
H 2.86 1.32 -4.82
H -0.75 1.17 4.14
H -3.63 -5.73 0.87
H -0.60 -2.02 1.03
H -4.52 1.90 0.62
H -2.55 5.56 1.82
H 4.17 -4.10 0.18
H 5.24 2.03 -0.10
H -4.21 3.79 2.29
H 3.74 4.09 0.23
H 4.36 -4.28 5.10
H -4.22 4.31 0.53
H -1.62 -4.25 1.22
H 3.54 -6.25 3.74
H 3.58 -6.17 1.24
H 0.66 1.99 -6.45
H 4.53 -2.07 3.89
H -1.81 -0.77 1.00
H -5.19 -2.98 -1.99
H -1.82 0.07 -6.60
H -3.31 -1.40 -1.54
H 0.81 2.79 5.56
H -1.71 4.35 0.65
H -3.17 1.65 1.61
H 2.03 4.04 -0.48
H 4.86 -0.33 -1.59
H 0.23 5.24 5.34
H 2.36 3.36 1.22
H 3.16 -1.24 -3.40
H 4.44 -1.99 1.48
H 1.51 -1.45 -2.18
H -2.01 1.68 -6.09
```

Computed properties:
Total charge: 0
HOMO level in eV: -7.4

***

Formula: C30H35BO12
Source: OMol25
Level of theory: ωB97M-V with the def2-TZVPD basis set

Geometry as XYZ:
```
78
Properties=species:S:1:pos:R:3
O -3.65 6.68 -2.50
O 2.44 -3.82 -0.24
O -1.10 -3.76 2.28
O -1.35 0.77 1.78
O 5.14 -5.43 -2.97
O 0.22 -2.31 3.36
O -4.66 0.29 -0.44
O -2.90 -4.05 0.89
O 3.20 -3.64 2.09
O 1.67 6.26 1.03
O 2.54 3.72 1.75
O -2.97 7.26 -0.47
C -6.63 -0.20 0.79
C 6.35 -5.97 -2.42
C -0.45 1.23 1.11
C -0.29 -2.60 2.33
C 2.39 7.49 1.16
C 0.96 0.56 1.01
C 1.55 5.84 -0.33
C -0.60 2.57 0.34
C -2.64 6.82 -1.54
C -6.42 -1.28 -0.26
C -5.25 0.43 0.87
C 4.65 -7.56 -2.04
C 2.10 1.50 0.99
C -0.10 -1.82 0.99
C 3.63 -0.52 0.83
C -1.85 2.82 -0.34
C 2.49 -1.45 0.90
C 1.13 -0.88 0.97
C -1.15 6.39 -1.85
C -0.89 5.07 -1.05
C -2.40 -3.47 1.81
C -3.24 -2.37 2.55
C 5.94 -7.05 -1.43
C 4.04 -6.28 -2.60
C 0.38 4.79 -0.35
C -5.45 -0.61 -1.22
C 1.81 3.03 1.09
C 3.43 0.94 0.88
C 0.54 3.52 0.34
C -1.98 4.09 -1.06
B 2.73 -3.05 0.89
H -4.61 -0.10 1.58
H 6.92 -5.17 -1.96
H -1.08 6.26 -2.96
H 4.87 -8.26 -2.85
H 2.51 -4.21 2.46
H -4.27 -2.72 2.79
H 2.37 -3.19 -0.98
H 4.33 1.59 0.83
H -5.94 -2.16 0.20
H 2.49 5.37 -0.74
H -5.99 -0.03 -1.97
H -1.06 -1.32 0.69
H -5.28 1.48 1.15
H -6.97 -0.58 1.75
H -2.93 4.26 -1.61
H 6.93 -6.39 -3.25
H -3.20 -1.44 1.94
H 4.00 -8.06 -1.32
H -4.80 -1.33 -1.72
H 4.63 -0.99 0.76
H 3.45 -5.76 -1.84
H 3.45 7.24 1.47
H -2.73 -2.20 3.54
H 6.70 -7.82 -1.31
H -2.68 2.04 -0.29
H -7.35 0.53 0.43
H 2.35 8.15 0.26
H 5.75 -6.60 -0.46
H 0.08 -2.61 0.19
H 3.41 -6.47 -3.47
H 1.29 6.75 -0.94
H -7.34 -1.61 -0.74
H 1.95 8.02 2.05
H -0.51 7.25 -1.55
H -4.39 6.21 -2.08
```

Computed properties:
SMILES: COCc1c(CC(=O)O)ccc2c1C(=O)c1ccc(B(O)O)c(CC(=O)OC(C)=O)c1C2=O.C1CCOC1.C1CCOC1
Total charge: 0
HOMO level in eV: -9.4

***

Formula: C30H35BrGeN6O2RuS
Source: OMol25
Level of theory: ωB97M-V with the def2-TZVPD basis set

Geometry as XYZ:
```
77
Properties=species:S:1:pos:R:3
Ru 1.38 -0.53 0.83
Br 8.16 -0.90 -0.55
Ge -2.22 0.16 0.15
S 2.53 4.13 0.08
O 1.70 -2.48 2.01
O 1.40 -3.53 3.97
N 1.60 1.14 -2.00
N 2.04 -2.52 -0.67
N 1.48 -1.28 3.94
N 1.24 -0.12 3.19
N 3.83 -0.15 1.00
N 1.21 1.87 1.10
C -3.65 -2.12 1.34
C -1.84 1.63 -2.37
C -6.16 -0.93 1.36
C 1.51 -2.54 3.27
C -2.10 2.00 -3.68
C -1.97 1.51 2.68
C -0.63 -0.89 0.26
C 2.86 -2.70 -1.87
C 2.91 -1.42 -2.69
C -1.72 3.86 3.10
C -6.00 -2.22 1.86
C -2.68 0.75 -1.68
C -4.74 -2.81 1.85
C -2.05 3.05 0.86
C -5.06 -0.25 0.85
C -3.79 -0.83 0.82
C -3.21 1.49 -4.34
C 1.54 -0.96 -3.19
C 1.77 2.81 0.67
C -4.05 0.61 -3.67
C -3.78 0.24 -2.36
C 5.71 0.53 -0.33
C 1.49 0.56 -3.33
C 4.42 0.70 0.16
C -1.86 4.11 1.75
C -1.79 2.55 3.57
C 4.52 -1.23 1.38
C 5.81 -1.50 0.95
C 6.40 -0.59 0.08
C -2.09 1.74 1.31
H 3.83 1.56 -0.15
H 2.34 0.90 -3.93
H -4.61 -3.81 2.25
H -1.44 2.69 -4.19
H -1.81 5.12 1.37
H 0.30 0.24 3.27
H 6.34 -2.38 1.29
H 0.76 0.98 -1.46
H -1.57 4.68 3.79
H 1.28 -1.44 -4.13
H 6.14 1.25 -1.00
H -6.85 -2.75 2.26
H 1.78 2.14 -2.01
H -0.87 -1.91 -0.06
H 3.59 -1.55 -3.54
H -1.69 2.35 4.63
H 0.57 0.85 -3.86
H -3.42 1.78 -5.36
H -4.45 -0.45 -1.86
H 0.76 -1.23 -2.47
H -0.96 2.03 -1.88
H 3.87 -2.96 -1.56
H 4.00 -1.92 2.04
H 1.01 -1.34 4.84
H -7.13 -0.46 1.38
H -2.15 3.27 -0.20
H -5.19 0.76 0.48
H 1.90 0.61 3.43
H -2.67 -2.58 1.34
H -4.92 0.20 -4.18
H -2.03 0.49 3.05
H 2.49 -3.53 -2.49
H 1.07 -2.73 -0.85
H 2.32 -3.13 0.10
H 3.32 -0.64 -2.05
```

Computed properties:
Spin multiplicity: 6
Total charge: -1
HOMO level (spin up / spin down) in eV: -3.8 / -5.1
⟨S²⟩: 8.762

***

Formula: C30H35N3O4ReS4Si
Source: OMol25
Level of theory: ωB97M-V with the def2-TZVPD basis set

Geometry as XYZ:
```
78
Properties=species:S:1:pos:R:3
Re 0.74 0.07 0.72
S 3.06 -0.38 1.18
S 0.13 -2.05 -0.19
S -1.56 0.68 0.28
S 1.15 2.27 1.67
Si -3.90 -0.57 1.61
O 2.90 -0.54 -1.62
O -0.72 2.07 -1.16
O 1.08 1.83 -5.24
O -2.28 -0.31 1.46
N 0.26 -0.39 2.71
N 1.06 0.70 -1.33
N 0.27 1.95 -3.15
C 5.36 2.03 3.39
C -4.85 0.92 0.91
C 3.57 0.96 2.16
C 4.87 0.95 2.69
C 4.57 3.15 3.60
C 1.09 1.40 -4.12
C -2.88 -0.07 -2.00
C 0.15 -1.69 3.16
C -4.39 -2.16 0.67
C -2.70 -2.23 -3.01
C 2.78 2.09 2.40
C 3.28 3.18 3.10
C -3.28 -0.97 -2.97
C 0.90 -1.34 -5.45
C 1.08 -1.06 -3.96
C 1.89 0.22 -3.63
C 2.03 0.13 -2.12
C 0.19 1.56 -1.84
C 0.05 2.03 3.11
C -0.73 -1.97 4.26
C -0.20 0.59 3.50
C 0.90 -2.70 2.64
C 4.10 1.43 -3.90
C -1.90 -0.41 -1.09
C -1.25 -0.96 5.00
C -1.69 -2.56 -2.13
C 3.28 0.21 -4.30
C -4.25 -0.75 3.47
C -0.91 0.36 4.66
C -1.25 -1.64 -1.18
H 1.68 -2.53 1.92
H -3.65 -2.94 0.82
H 5.09 1.38 -4.36
H 6.37 2.00 3.77
H -1.21 -3.53 -2.18
H -5.90 0.70 0.76
H -5.34 -2.53 1.02
H -5.31 -0.70 3.65
H -0.36 2.69 -3.43
H -3.78 0.05 4.04
H 3.15 0.21 -5.38
H 0.77 -3.71 2.99
H 0.47 2.58 3.96
H -4.48 -2.00 -0.40
H 1.84 -1.67 -5.89
H 3.62 2.35 -4.24
H 4.96 4.01 4.12
H -3.88 -1.69 3.85
H 2.65 4.04 3.25
H 0.09 -0.97 -3.50
H 4.23 1.48 -2.82
H 5.47 0.07 2.52
H -4.44 1.23 -0.04
H -0.93 -3.00 4.49
H -4.04 -0.69 -3.69
H 3.79 -0.70 -3.99
H 0.56 -0.45 -5.97
H -1.24 1.20 5.26
H -1.90 -1.15 5.84
H 0.16 -2.13 -5.58
H 1.59 -1.90 -3.48
H -0.89 2.51 2.82
H -3.33 0.91 -1.95
H -3.04 -2.96 -3.74
H -4.79 1.78 1.58
```

Computed properties:
Spin multiplicity: 2
Total charge: 0
HOMO level (spin up / spin down) in eV: -6.9 / -6.7
⟨S²⟩: 0.784

***

Formula: C30H35N4O3S2
Source: OMol25
Level of theory: ωB97M-V with the def2-TZVPD basis set

Geometry as XYZ:
```
74
Properties=species:S:1:pos:R:3
S 3.54 -2.40 0.27
S -3.64 0.53 -1.37
O 0.44 3.33 -0.58
O 3.69 -3.20 -0.89
O 3.43 -3.00 1.56
N -1.46 -0.08 -0.11
N -3.14 1.99 1.42
N -1.47 2.12 -0.83
N 5.35 -1.71 0.43
C 1.07 0.24 -1.40
C -3.43 -1.10 -0.80
C 5.50 -0.85 1.61
C 5.48 0.65 1.27
C -4.31 -2.17 -0.91
C -2.24 3.31 -1.16
C 1.97 -0.79 -1.22
C 2.03 -0.31 1.16
C -4.83 -4.61 -0.45
C 4.56 0.43 -2.37
C -3.95 -3.39 -0.38
C -2.09 2.15 2.40
C 4.06 2.11 -0.23
C -6.18 -4.41 -1.13
C 1.15 0.73 0.97
C 4.82 0.97 -0.04
C 5.05 0.12 -1.11
C 5.83 -1.13 -0.83
C 0.63 0.99 -0.31
C -4.19 1.13 1.94
C -2.70 -3.52 0.26
C -2.19 -1.23 -0.15
C -2.07 0.91 -0.66
C 3.83 1.59 -2.56
C 3.56 2.42 -1.48
C -2.70 4.06 0.09
C 2.44 -1.04 0.05
C -0.14 2.26 -0.56
C -1.83 -2.46 0.38
C -3.68 3.27 0.96
H 0.69 0.46 -2.39
H 3.47 1.84 -3.54
H -6.05 -4.10 -2.17
H 6.51 1.01 1.21
H -3.20 4.98 -0.23
H -4.95 0.99 1.17
H 6.90 -0.92 -0.74
H -4.57 3.04 0.35
H -6.73 -5.34 -1.13
H -3.76 0.17 2.19
H 2.30 -1.40 -2.04
H 4.69 -1.11 2.30
H 5.80 -2.61 0.60
H 5.00 1.20 2.08
H -1.82 4.35 0.67
H 0.83 1.33 1.80
H -4.00 3.89 1.80
H -2.45 2.63 3.33
H -4.67 1.55 2.83
H -1.28 2.76 1.99
H -3.10 3.00 -1.75
H -1.60 3.96 -1.75
H -5.26 -2.03 -1.41
H -5.00 -4.97 0.57
H -4.28 -5.40 -0.98
H -2.43 -4.48 0.67
H 2.39 -0.56 2.14
H -6.77 -3.66 -0.61
H 6.44 -1.09 2.12
H 5.68 -1.87 -1.63
H -1.70 1.17 2.65
H 2.97 3.31 -1.61
H 4.77 -0.23 -3.20
H 3.86 2.77 0.61
H -0.87 -2.57 0.87
```

Computed properties:
SMILES: CCc1ccc2nc(N(CCCN(C)C)C(=O)c3ccc(S(=O)(=O)[N@@H+]4CCc5ccccc5C4)cc3)sc2c1
Total charge: +1
HOMO level in eV: -10.2